Record 1
Density functional theory data (ωB97M-V/def2-TZVPD) for a structure of composition C26H26N4OPdS2 in a non-equilibrium geometry.

Each line ends with the Mulliken spin population.
Positions of all 60 atoms, in Å:
C  4.285  2.133  1.888  0.007
H  -1.035  6.871  0.547  0.000
H  3.683  0.214  1.098  0.004
C  -3.832  5.501  -0.777  0.011
H  -3.148  -3.340  -4.413  0.000
H  3.742  -6.827  0.460  0.000
O  -0.173  -0.087  2.407  0.060
H  -0.433  -2.257  0.314  -0.008
N  0.180  -1.702  -0.279  0.161
N  0.113  2.312  -0.613  0.078
C  1.963  2.973  0.694  0.031
C  3.177  -5.994  0.071  0.000
C  2.933  -4.893  0.878  -0.001
H  -0.796  -4.586  -0.246  -0.001
Pd  0.803  0.208  0.172  1.380
C  2.204  -3.822  0.385  0.001
C  1.709  -3.889  -0.905  0.006
C  -2.638  -3.603  -3.499  0.000
C  1.967  -4.970  -1.731  0.001
C  0.669  3.287  0.047  0.022
H  3.312  -4.871  1.888  0.000
C  -1.183  4.863  -0.194  0.009
C  -2.019  3.938  -0.833  0.022
C  -3.339  4.249  -1.110  -0.005
H  -1.987  0.085  1.389  -0.004
H  -0.962  2.310  1.766  0.003
H  2.016  -2.943  0.993  0.003
C  3.953  3.478  1.931  0.000
H  -0.929  -2.363  -3.905  0.000
C  2.797  3.912  1.298  0.002
C  -2.997  6.440  -0.194  0.004
C  -1.678  6.127  0.101  0.002
C  -1.321  -4.305  -1.148  0.000
H  -2.112  -0.145  3.158  0.004
H  -4.860  5.741  -0.995  0.001
C  3.436  1.266  1.215  -0.003
C  -1.545  0.347  2.364  0.008
C  -1.564  1.854  2.551  0.001
C  -3.228  -4.471  -2.594  0.002
H  4.583  4.184  2.448  0.000
H  -0.128  -0.962  2.808  -0.003
C  -0.760  -3.408  -2.044  0.010
H  1.588  -4.988  -2.742  0.000
H  -2.582  2.228  2.486  0.000
C  2.707  -6.030  -1.234  0.001
H  -4.209  -4.869  -2.795  0.000
H  -3.372  7.423  0.036  0.000
C  -1.395  -3.057  -3.223  0.002
N  2.296  1.673  0.674  0.054
S  0.736  -2.505  -1.576  -0.012
H  -3.973  3.529  -1.602  0.000
H  5.180  1.761  2.355  0.001
H  0.630  5.232  0.693  -0.004
H  2.914  -6.883  -1.862  0.000
S  -1.346  2.389  -1.400  0.089
H  -1.143  2.117  3.518  0.000
N  0.125  4.521  0.180  0.061
C  -2.567  -4.836  -1.430  0.000
H  -3.021  -5.527  -0.737  0.000
H  2.572  4.965  1.265  0.001

- calculated total energy (eV) = -60526.206
- multiplicity = 3
- expectation value of S² = 2.01
- orbital gap (alpha / beta) (eV) = 6.9 / 4.6
- net charge = +2
- energy above the lowest of the compared OMol25 structures with the same formula, charge and spin (kcal per mole) = 7.4

Record 2
Density functional theory data (ωB97M-V/def2-TZVPD) for the ion C5H7N2O2 with charge +1 in a non-equilibrium geometry.

Each line ends with the Mulliken charge.
Positions of all 16 atoms, in Å:
C  0.904  -1.726  1.544  0.012
N  -0.016  -2.023  0.517  -0.069
H  1.116  -2.620  2.242  0.352
H  0.189  1.273  -2.029  0.327
C  -0.786  1.599  -1.799  -0.583
C  0.609  0.611  1.000  0.217
H  -1.520  1.001  -2.541  0.239
H  0.646  1.745  1.373  0.359
H  -0.913  2.690  -2.188  0.282
O  -1.054  1.329  -0.443  -0.282
O  -0.996  -1.307  -1.449  -0.362
C  -0.487  -1.165  -0.416  0.285
N  -0.314  0.302  0.115  0.236
H  1.710  -0.055  2.682  0.377
C  1.206  -0.401  1.797  -0.659
H  -0.182  -2.982  0.335  0.269

- calculated total energy (eV) = -12363.791
- SMILES = CO[n+]1ccc[nH]c1=O
- orbital gap (eV) = 9.2
- net charge = +1
- energy above the lowest of the compared OMol25 structures with the same formula, charge and spin (kcal per mole) = 87.8

Record 3
Density functional theory data (ωB97M-V/def2-TZVPD) for a cluster of 2 separate species, C3H12NO in total in a non-equilibrium geometry.

Each line ends with the Mulliken charge.
Positions of all 17 atoms, in Å:
H  0.107  -2.551  -0.969  0.381
N  0.647  -1.854  -0.456  -0.291
H  1.361  -1.433  1.452  0.313
H  -0.078  2.943  -1.434  0.372
C  -0.166  1.411  0.184  -0.002
C  -0.403  2.770  -0.412  -1.188
H  -0.072  -2.543  1.406  0.335
O  -1.062  0.265  -0.150  -0.671
H  -0.042  -1.063  -0.260  0.287
H  -0.333  1.501  1.251  0.245
H  -1.138  0.316  -1.117  0.343
H  0.148  3.515  0.185  0.353
C  0.912  -2.314  0.981  -0.708
H  1.505  -3.221  1.017  0.344
H  -1.461  3.075  -0.266  0.322
H  1.470  -1.644  -1.013  0.352
H  0.819  0.993  -0.111  0.214

- calculated total energy (eV) = -6836.172
- orbital gap (eV) = 11.6
- net charge = +1
- energy above the lowest of the compared OMol25 structures with the same formula, charge and spin (kcal per mole) = 28.7

Record 4
Density functional theory data (ωB97M-V/def2-TZVPD) for a cluster of 2 separate species, CH3ClN2S in total in a non-equilibrium geometry.

Each line ends with the Mulliken charge.
Positions of all 8 atoms, in Å:
Cl  -1.556  -1.669  -1.355  -0.389
N  0.020  1.041  0.482  0.152
N  0.361  -0.149  0.114  -0.715
H  -1.104  1.122  0.489  0.321
C  0.621  1.922  1.208  0.292
H  1.362  -0.017  0.001  0.183
H  -0.627  -1.005  -0.774  0.357
S  1.611  3.121  1.345  -0.201

- calculated total energy (eV) = -27419.560
- orbital gap (alpha / beta) (eV) = 7.0 / 7.0
- energy above the lowest of the compared OMol25 structures with the same formula, charge and spin (kcal per mole) = 82.8

Record 5
Density functional theory data (ωB97M-V/def2-TZVPD) for a cluster of 2 separate species, CClF3OS in total in a non-equilibrium geometry.

Each line ends with the Mulliken spin population.
Positions of all 7 atoms, in Å:
Cl  0.442  -2.046  -1.058  0.110
F  2.386  -0.550  -0.275  0.056
F  0.997  -1.163  1.291  0.057
C  1.105  -0.847  -0.009  0.772
O  -2.356  0.754  -0.625  0.321
S  -1.193  1.550  -0.391  0.658
F  -1.381  2.304  1.068  0.025

- calculated total energy (eV) = -34591.545
- multiplicity = 3
- expectation value of S² = 2.01
- orbital gap (alpha / beta) (eV) = 9.7 / 10.8
- energy above the lowest of the compared OMol25 structures with the same formula, charge and spin (kcal per mole) = 0.0

Record 6
Density functional theory data (ωB97M-V/def2-TZVPD) for the ion C5H14N3 with charge +1 in a non-equilibrium geometry.

Each line ends with the Mulliken charge.
Positions of all 22 atoms, in Å:
H  -1.643  -2.151  0.913  0.306
H  -0.586  0.675  -1.674  0.377
C  -2.059  1.085  0.257  -0.996
H  1.654  1.962  -0.710  0.259
C  -1.263  -1.145  0.947  -0.897
H  -2.498  1.667  -0.552  0.375
H  0.888  -1.829  -0.764  0.443
H  -2.761  1.054  1.088  0.400
N  -1.762  -0.284  -0.189  0.124
N  1.190  1.382  -0.012  -0.646
H  -2.637  -0.676  -0.557  0.364
C  2.763  -0.460  0.375  -0.938
H  2.604  -0.820  1.394  0.375
H  3.148  -1.281  -0.227  0.334
H  -1.003  -1.016  -2.030  0.358
H  3.504  0.338  0.392  0.335
H  -1.129  1.551  0.580  0.370
H  -1.302  -0.660  1.905  0.264
N  1.527  0.036  -0.191  0.217
C  0.588  -0.809  -0.613  0.090
H  1.491  1.700  0.907  0.275
C  -0.713  -0.320  -1.240  -0.788

- calculated total energy (eV) = -9872.262
- orbital gap (alpha / beta) (eV) = 7.8 / 7.8
- net charge = +1
- energy above the lowest of the compared OMol25 structures with the same formula, charge and spin (kcal per mole) = 113.1

Record 7
Density functional theory data (ωB97M-V/def2-TZVPD) for a structure of composition C13H40FeO33S5V3 in a non-equilibrium geometry.

Each line ends with the Mulliken spin population.
Positions of all 95 atoms, in Å:
H  1.019  -3.038  6.907  0.000
H  0.994  -0.551  -4.466  0.000
H  1.284  3.080  -2.958  0.000
O  2.345  0.999  4.439  0.001
O  2.901  -0.175  2.306  0.008
H  2.132  -3.480  -5.037  0.000
H  2.686  -1.832  4.661  0.000
H  1.031  4.390  0.424  0.000
V  1.906  1.481  2.971  -0.005
O  -1.769  0.810  3.484  0.001
V  -2.600  -0.778  2.484  0.000
O  2.401  4.648  -1.153  0.000
H  -4.745  -0.294  -2.584  0.000
O  3.332  -0.284  -2.064  0.001
C  0.340  3.099  -3.498  0.000
H  -4.907  0.337  -0.937  0.000
C  -0.215  4.531  -3.470  0.000
S  0.393  -4.545  0.761  -0.014
H  -2.223  -1.563  -1.256  -0.004
H  1.498  -1.342  6.819  0.000
O  -6.333  1.431  2.398  0.000
H  3.676  -0.502  -1.168  0.001
O  -4.612  2.464  3.764  0.000
O  -1.614  1.354  0.332  -0.015
C  0.948  -2.509  -3.497  0.002
O  -1.434  4.160  0.399  0.000
C  1.788  -2.354  6.524  0.000
O  0.160  2.374  3.659  0.000
H  -1.116  4.608  -4.072  0.000
S  3.174  -1.340  1.407  0.012
H  2.417  1.462  -1.510  0.001
C  1.847  -2.437  5.007  -0.001
O  2.031  -3.784  4.578  0.000
S  -4.903  1.511  2.718  0.000
O  -2.491  -1.919  3.574  0.002
O  4.189  -0.928  0.418  0.009
O  2.852  2.677  2.556  0.000
H  1.851  5.416  -1.330  0.000
H  2.723  -2.632  7.017  0.000
O  0.814  -3.924  -0.555  0.155
H  2.739  -3.665  -3.389  0.000
C  0.603  -1.874  4.327  -0.005
O  -4.158  1.941  1.460  0.000
O  -2.036  3.095  2.699  0.000
O  1.450  -4.786  1.697  0.015
O  3.554  -2.488  2.178  0.009
O  -0.525  -5.655  0.553  0.016
H  2.969  1.392  -3.225  0.000
S  -0.378  0.576  0.495  -0.004
O  -3.009  -0.043  -1.579  0.001
H  0.485  -0.811  4.551  0.000
H  4.097  1.621  -1.825  0.000
H  -2.122  -2.985  -3.023  0.003
H  1.639  3.102  -4.922  0.000
V  -2.653  3.149  0.557  -0.001
H  2.235  3.140  0.251  0.000
O  0.653  1.273  1.237  0.010
S  -1.314  2.209  3.690  -0.001
O  0.083  -0.090  -0.751  0.042
H  -1.386  -4.206  -1.980  0.000
C  -0.733  2.108  -3.111  -0.003
O  1.238  -1.902  -2.247  0.027
O  -4.434  0.121  3.087  0.000
O  -1.573  -2.295  -1.177  0.046
H  -3.045  -3.625  -1.609  0.000
O  -0.358  -3.273  1.154  0.205
H  -2.543  0.626  -1.048  0.001
H  -0.345  1.105  -2.940  0.001
C  2.290  -2.957  -4.085  0.002
H  -1.194  2.461  -2.188  0.000
C  1.591  3.812  -0.312  -0.002
C  0.351  -1.431  -4.411  -0.002
H  0.850  3.193  -0.824  0.001
O  -3.503  3.332  -0.788  0.000
C  -2.060  -3.353  -1.991  0.002
C  3.197  1.117  -2.196  0.000
H  2.942  -2.111  -4.302  0.000
H  0.607  5.179  -3.793  0.000
H  0.284  -3.357  -3.346  0.001
H  0.705  -1.931  3.245  0.002
H  -0.639  -1.121  -4.076  0.001
O  1.890  -1.625  0.662  0.083
H  1.953  -1.251  -2.416  0.001
H  -4.309  1.376  -2.362  0.000
H  -0.373  4.852  -2.435  0.000
H  1.236  -4.253  4.850  0.000
H  -1.488  2.053  -3.898  0.000
H  0.276  -1.825  -5.432  0.000
Fe  0.266  -2.020  -0.243  4.355
O  -1.905  2.780  4.901  0.000
O  0.715  2.841  -4.883  0.000
O  -3.240  -1.405  1.172  0.000
O  -0.755  -0.728  1.143  0.040
H  -0.264  -2.418  4.707  0.000
C  -4.325  0.411  -1.856  0.000

- calculated total energy (eV) = -247328.651
- multiplicity = 6
- expectation value of S² = 8.76
- orbital gap (eV) = 6.1
- net charge = -4

Record 8
Density functional theory data (ωB97M-V/def2-TZVPD) for a cluster of 3 separate species, C5H16NO in total in a non-equilibrium geometry.

Each line ends with the Mulliken charge.
Positions of all 23 atoms, in Å:
H  -0.872  -1.930  -0.185  0.415
H  4.517  1.063  0.716  0.336
H  -1.411  1.677  1.438  0.449
N  -0.051  0.734  -1.968  -0.168
H  -0.570  -0.119  2.883  0.419
C  -0.757  -0.783  2.032  -1.658
H  -1.414  1.756  -0.314  0.377
H  -0.068  0.982  -2.959  0.323
C  -0.488  -0.022  0.759  1.638
H  3.302  0.227  0.296  0.272
H  -2.581  0.808  0.528  0.369
H  0.469  0.506  0.781  -0.003
H  0.736  -1.329  -0.575  0.286
H  1.803  -0.161  -1.213  0.300
H  -0.275  -1.746  2.164  0.407
C  -1.520  1.073  0.529  -1.630
C  -0.800  -0.487  -1.768  -0.460
H  -1.887  -0.311  -1.764  0.390
H  0.988  0.535  -1.624  0.006
H  -1.825  -0.930  2.236  0.406
O  3.695  0.679  1.045  -0.587
H  -0.623  -1.218  -2.568  0.406
C  -0.369  -1.004  -0.469  -1.291

- calculated total energy (eV) = -8969.246
- orbital gap (eV) = 6.1
- net charge = +1
- energy above the lowest of the compared OMol25 structures with the same formula, charge and spin (kcal per mole) = 167.6